137
Properties=species:S:1:pos:R:3:forces:R:3 method="wB97M-V/def2-TZVPD" multiplicity=2 charge=-1 homo_energy_ev="-3.058 / -3.046" largest_force_ev_per_a=2.13 lumo_energy_ev="2.00 / 1.28"
V -0.752 -0.686 0.039 -1.354 -1.188 -0.245
C -2.109 -1.312 7.729 0.022 0.043 -0.083
C -1.787 -0.090 7.150 0.018 -0.054 -0.066
C -1.643 0.017 5.772 -0.050 0.037 0.037
C -1.801 -1.092 4.933 0.104 -0.329 -0.105
C -2.078 -2.321 5.539 0.102 -0.114 0.065
C -2.242 -2.429 6.914 0.044 0.027 -0.052
C -1.726 -0.929 3.460 -0.589 -0.304 0.211
C -2.503 -1.746 2.526 -0.018 0.131 -0.075
C -3.516 -2.647 2.817 -0.200 0.029 0.116
C -3.653 -3.491 1.710 -0.105 -0.137 -0.036
C -2.718 -3.073 0.765 -0.086 0.292 0.353
N -2.056 -1.953 1.223 0.278 -0.067 -0.426
C -2.289 -3.834 -0.376 -0.380 -0.276 0.450
C -1.402 -3.399 -1.281 0.161 0.719 -0.611
C -0.892 -4.192 -2.395 0.100 0.118 -0.058
C -0.246 -3.365 -3.227 0.028 -0.062 0.080
C -0.336 -2.013 -2.682 -0.673 -0.262 0.457
C -0.040 -0.894 -3.364 0.281 0.418 -0.295
C 0.325 -0.993 -4.815 -0.058 0.097 0.140
C 1.641 -0.976 -5.261 -0.094 0.029 -0.210
C 1.938 -1.060 -6.619 -0.031 -0.012 0.080
C 0.917 -1.156 -7.553 -0.018 0.012 0.031
C -0.404 -1.176 -7.121 -0.005 -0.005 0.097
C -0.694 -1.096 -5.764 0.047 0.030 -0.084
C -0.260 0.414 -2.808 -0.253 0.131 0.369
N -0.597 0.628 -1.478 0.052 0.096 -0.194
C -0.771 1.996 -1.313 0.518 -0.348 -0.059
C -1.242 2.342 0.076 -0.189 -0.263 -0.372
C -2.774 2.056 0.146 0.110 -0.052 0.064
C -3.490 1.690 -0.984 -0.135 0.016 -0.146
C -4.865 1.461 -0.923 0.075 0.043 0.038
C -5.544 1.592 0.275 0.089 0.058 0.065
C -4.833 1.951 1.419 -0.078 0.000 -0.082
C -3.471 2.174 1.349 -0.001 -0.001 0.127
C -0.514 1.282 0.941 -0.181 -0.004 0.643
C 1.200 1.085 2.531 -0.040 -0.383 -0.482
C 0.420 0.407 3.363 -0.508 -0.373 -0.035
C -0.898 -0.035 2.906 0.599 0.746 -0.429
N -1.234 0.402 1.607 0.483 0.466 0.204
C -0.564 2.633 -2.514 0.115 -0.138 -0.015
C -0.227 1.631 -3.459 0.081 0.224 -0.160
N -0.987 -2.054 -1.429 0.495 -0.454 -0.054
C -2.826 -5.219 -0.519 0.157 -0.051 0.101
C -4.084 -5.442 -1.072 -0.047 -0.067 -0.017
C -4.562 -6.735 -1.255 0.035 0.019 0.011
C -3.784 -7.826 -0.887 0.034 0.060 0.023
C -2.533 -7.616 -0.317 -0.012 0.070 -0.017
C -2.062 -6.320 -0.131 -0.059 -0.060 0.018
H -2.253 -1.392 8.800 0.025 -0.001 -0.016
H -1.665 0.790 7.770 -0.014 -0.019 -0.027
H -1.426 0.983 5.331 -0.054 -0.011 -0.010
H -2.144 -3.208 4.922 -0.083 0.059 -0.001
H -2.472 -3.394 7.351 0.018 0.019 -0.018
H -4.086 -2.674 3.736 0.085 -0.068 -0.057
H -4.310 -4.341 1.603 0.030 0.028 0.061
H -1.031 -5.257 -2.503 -0.042 0.054 0.007
H 0.249 -3.618 -4.155 -0.059 0.047 0.038
H 2.437 -0.895 -4.541 0.206 0.051 0.202
H 2.973 -1.047 -6.942 -0.019 0.008 0.002
H 1.145 -1.211 -8.612 0.002 -0.018 0.032
H -1.211 -1.253 -7.842 0.034 0.003 0.037
H -1.722 -1.110 -5.422 0.011 -0.002 -0.001
H -2.981 1.593 -1.935 0.012 -0.038 0.035
H -5.396 1.178 -1.824 0.024 -0.001 0.024
H -6.613 1.421 0.326 0.035 -0.031 0.005
H -5.341 2.045 2.371 0.002 -0.025 -0.013
H -2.941 2.418 2.265 -0.018 -0.064 -0.042
H 2.244 1.287 2.721 -0.144 -0.085 -0.014
H 0.811 0.077 4.315 0.003 -0.067 -0.055
H -0.629 3.682 -2.704 -0.038 0.161 -0.085
H 0.014 1.772 -4.504 -0.016 0.034 0.097
H -4.684 -4.589 -1.369 0.021 -0.013 0.001
H -5.539 -6.890 -1.699 0.050 0.009 0.027
H -4.149 -8.834 -1.045 0.001 0.028 0.023
H -1.919 -8.459 -0.020 -0.028 0.042 -0.017
H -1.086 -6.149 0.312 -0.054 -0.014 -0.034
Br 1.901 -7.289 1.385 -0.027 0.024 -0.016
C 1.593 -5.421 1.207 0.019 0.201 -0.040
C 0.852 -4.747 2.170 -0.006 0.206 -0.123
C 0.602 -3.393 1.988 -0.276 -0.410 0.461
C 1.088 -2.733 0.874 -1.462 1.382 0.699
O 0.659 -1.469 0.627 1.447 -0.370 0.924
C 1.902 -3.372 -0.006 0.993 -0.554 -1.404
C 2.585 -2.630 -1.078 0.176 -0.011 -0.228
N 2.806 -1.399 -0.930 0.982 0.573 -0.172
C 3.576 -0.583 -1.806 -0.765 -0.297 0.526
C 4.517 -0.999 -2.708 0.226 -0.130 -0.261
C 5.179 -0.081 -3.557 -0.090 -0.129 0.120
C 4.889 1.251 -3.497 -0.099 0.012 0.104
C 3.968 1.725 -2.530 0.096 0.064 -0.046
C 3.638 3.098 -2.388 -0.603 0.091 -0.349
C 2.807 3.489 -1.385 -0.680 -0.289 -1.486
C 2.308 2.502 -0.492 -0.547 0.059 -1.135
N 2.543 1.229 -0.619 0.207 0.204 -0.299
C 3.350 0.819 -1.648 -0.190 0.041 0.210
C 2.120 -4.737 0.128 0.159 -0.345 0.120
H 0.440 -5.277 3.019 0.031 0.043 -0.017
H -0.024 -2.841 2.679 -0.011 -0.075 -0.018
H 2.927 -3.223 -1.932 -0.002 -0.053 -0.225
H 4.771 -2.047 -2.781 -0.057 -0.156 -0.022
H 5.910 -0.447 -4.268 -0.015 -0.033 0.005
H 5.365 1.957 -4.167 -0.009 0.000 0.015
H 4.061 3.814 -3.082 0.036 0.047 -0.033
H 2.527 4.527 -1.241 0.255 -0.504 -0.300
H 1.700 2.804 0.364 0.555 0.038 -0.999
H 2.724 -5.252 -0.611 -0.016 -0.008 0.030
O 0.795 1.601 1.320 -1.152 -0.754 1.210
S 0.929 3.590 3.620 -0.276 0.748 0.045
C 2.710 3.920 3.779 -0.001 0.099 -0.069
C 3.395 4.342 2.509 0.183 -0.159 -0.004
C 3.766 5.668 2.317 0.034 0.138 -0.013
C 4.424 6.067 1.158 -0.013 -0.111 0.022
C 4.739 5.129 0.183 0.109 -0.046 0.291
C 4.378 3.797 0.370 1.182 0.058 0.822
C 3.697 3.412 1.516 0.416 0.176 0.573
C 0.438 4.836 2.380 0.270 -0.014 0.664
C 0.186 4.480 0.951 -0.191 0.312 0.043
C -1.129 3.852 0.587 0.026 -0.047 -0.226
C -1.838 4.739 -0.411 0.014 -0.217 0.136
C -1.156 5.539 -1.247 0.220 0.249 -0.137
C 0.266 5.672 -1.149 -0.304 -0.103 0.265
C 0.880 5.213 0.020 -0.211 0.400 -0.067
H 3.122 2.980 4.143 0.106 -0.043 0.055
H 2.852 4.672 4.554 0.097 0.038 0.015
H 3.538 6.399 3.086 0.005 0.010 -0.002
H 4.698 7.106 1.023 -0.005 -0.001 0.006
H 5.258 5.431 -0.719 -0.006 -0.017 -0.006
H 4.626 3.055 -0.382 0.477 0.259 0.814
H 3.390 2.377 1.633 0.294 0.205 0.044
H 1.181 5.631 2.438 -0.138 0.014 -0.046
H -0.487 5.235 2.802 -0.107 0.112 -0.158
H -1.725 3.820 1.494 -0.056 0.121 0.207
H -2.917 4.678 -0.466 -0.039 -0.116 -0.046
H -1.695 6.113 -1.991 0.037 -0.001 -0.055
H 0.814 6.274 -1.860 0.023 -0.001 -0.074
H 1.873 5.581 0.277 -0.179 0.080 0.074